The following is a quantum chemistry calculation of a 10-piece molecular cluster, C52H104F12O26 overall, from OMol25.

## Properties
charge: 0
orbital gap: 9.88 eV
2S+1: 1
total energy: -5197.91102 Eh
relative energy (zero: lowest compared OMol25 entry of this formula, charge and spin): 3.8594 eV
SMILES string: CCOC(=O)C(F)(F)F.CCOC(=O)C(F)(F)F.CCOC(=O)C(F)(F)F.CCOC(=O)C(F)(F)F.COCCOCCOC.COCCOCCOC.COCCOCCOC.COCCOCCOC.COCCOCCOC.COCCOCCOC

CARTESIAN COORDINATES (ANGSTROEM)
C1 3.646 0.993 1.033
C2 2.373 1.803 0.571
O1 1.561 2.102 1.703
C3 1.926 3.101 2.653
O2 2.990 3.758 2.566
C4 0.890 3.321 3.830
F1 1.524 3.683 4.951
F2 -0.041 4.251 3.565
F3 0.233 2.189 4.100
H1 4.384 0.823 0.249
H2 3.318 0.003 1.349
H3 4.105 1.588 1.822
H4 1.850 1.207 -0.176
H5 2.677 2.735 0.093
C5 9.793 -2.773 2.749
C6 8.763 -3.871 2.455
O3 7.496 -3.281 2.100
C7 6.628 -2.785 3.026
O4 6.844 -2.963 4.216
C8 5.285 -2.118 2.509
F4 5.660 -0.903 2.073
F5 4.665 -2.807 1.558
F6 4.466 -1.959 3.444
H6 9.362 -2.082 3.474
H7 10.135 -2.226 1.870
H8 10.614 -3.229 3.302
H9 8.543 -4.479 3.333
H10 9.140 -4.475 1.629
C9 4.566 6.491 -5.386
C10 3.249 5.809 -5.654
O5 3.216 4.540 -4.946
C11 3.777 3.426 -5.548
O6 4.197 3.394 -6.699
C12 3.533 2.155 -4.710
F7 3.131 2.393 -3.455
F8 2.703 1.315 -5.279
F9 4.737 1.559 -4.638
H11 4.615 7.485 -5.831
H12 5.357 5.943 -5.897
H13 4.822 6.703 -4.347
H14 2.932 5.755 -6.696
H15 2.478 6.404 -5.163
C13 5.432 -5.699 -3.907
C14 4.694 -5.022 -2.751
O7 5.445 -5.404 -1.578
C15 4.960 -6.318 -0.696
O8 3.957 -6.979 -0.970
C16 5.782 -6.498 0.548
F10 5.192 -6.092 1.707
F11 5.996 -7.805 0.773
F12 6.977 -5.959 0.390
H16 4.827 -5.464 -4.783
H17 5.486 -6.781 -3.789
H18 6.407 -5.230 -4.042
H19 3.646 -5.321 -2.723
H20 4.608 -3.957 -2.966
C17 -4.016 -0.244 0.230
O9 -3.305 0.916 0.515
C18 -3.098 1.211 1.928
C19 -4.368 1.729 2.536
O10 -5.164 0.582 2.892
C20 -6.378 0.808 3.506
C21 -7.129 -0.403 4.018
O11 -6.518 -0.864 5.237
C22 -7.053 -1.962 5.948
H21 -3.682 -1.060 0.871
H22 -3.757 -0.531 -0.789
H23 -5.069 -0.020 0.404
H24 -2.307 1.961 1.915
H25 -2.677 0.385 2.502
H26 -4.912 2.417 1.889
H27 -4.116 2.346 3.399
H28 -7.014 1.307 2.775
H29 -6.218 1.476 4.352
H30 -7.102 -1.206 3.282
H31 -8.177 -0.130 4.135
H32 -6.460 -1.876 6.858
H33 -6.944 -2.823 5.289
H34 -8.096 -1.877 6.255
C23 3.241 -1.670 -1.874
O12 2.915 -2.822 -1.130
C24 2.142 -2.672 0.092
C25 0.687 -2.254 -0.263
O13 0.663 -0.875 -0.593
C26 -0.535 -0.543 -1.374
C27 -0.526 0.908 -1.883
O14 0.198 1.012 -3.146
C28 0.051 2.284 -3.755
H35 2.434 -1.221 -2.453
H36 4.012 -2.045 -2.548
H37 3.659 -0.863 -1.272
H38 2.654 -1.898 0.664
H39 2.078 -3.573 0.702
H40 -0.085 -2.511 0.463
H41 0.472 -2.789 -1.188
H42 -1.448 -0.718 -0.805
H43 -0.579 -1.129 -2.292
H44 0.005 1.512 -1.147
H45 -1.569 1.176 -2.051
H46 0.701 2.937 -3.172
H47 -0.970 2.665 -3.746
H48 0.446 2.300 -4.771
C29 -3.403 5.923 3.534
O15 -4.746 6.097 3.733
C30 -5.605 5.218 3.005
C31 -5.400 5.479 1.532
O16 -4.143 4.946 1.056
C32 -4.044 4.526 -0.370
C33 -2.698 4.112 -0.890
O17 -1.624 5.047 -0.712
C34 -0.666 4.788 0.305
H49 -2.844 6.353 4.365
H50 -3.020 6.523 2.709
H51 -3.095 4.881 3.447
H52 -6.679 5.296 3.175
H53 -5.282 4.215 3.281
H54 -5.543 6.534 1.294
H55 -6.233 4.971 1.046
H56 -4.470 5.381 -0.896
H57 -4.747 3.694 -0.417
H58 -2.728 3.998 -1.973
H59 -2.436 3.161 -0.426
H60 -1.115 4.808 1.298
H61 0.089 5.573 0.321
H62 -0.063 3.924 0.025
C35 -4.180 -3.885 6.080
O18 -3.314 -4.831 5.528
C36 -3.644 -5.258 4.223
C37 -2.896 -4.505 3.152
O19 -3.463 -4.626 1.892
C38 -2.476 -4.320 0.901
C39 -3.213 -3.933 -0.366
O20 -2.300 -3.415 -1.374
C40 -1.640 -4.434 -2.152
H63 -3.813 -3.504 7.033
H64 -5.174 -4.290 6.271
H65 -4.306 -3.098 5.337
H66 -4.718 -5.170 4.057
H67 -3.444 -6.324 4.115
H68 -1.874 -4.882 3.180
H69 -2.787 -3.466 3.462
H70 -1.749 -5.121 0.766
H71 -1.933 -3.460 1.291
H72 -3.934 -3.122 -0.261
H73 -3.813 -4.782 -0.692
H74 -1.360 -3.954 -3.090
H75 -2.284 -5.290 -2.352
H76 -0.728 -4.707 -1.621
C41 0.048 3.248 -7.316
O21 0.801 4.445 -7.111
C42 0.093 5.696 -7.246
C43 -0.680 6.171 -5.945
O22 0.263 6.538 -4.961
C44 -0.410 6.754 -3.680
C45 -1.273 8.039 -3.598
O23 -2.561 7.966 -4.239
C46 -3.470 7.047 -3.579
H77 -0.682 3.092 -6.521
H78 0.621 2.322 -7.366
H79 -0.525 3.332 -8.240
H80 -0.576 5.721 -8.106
H81 0.824 6.440 -7.562
H82 -1.370 5.369 -5.684
H83 -1.334 7.016 -6.162
H84 0.356 6.854 -2.912
H85 -0.844 5.785 -3.434
H86 -0.687 8.809 -4.100
H87 -1.425 8.350 -2.564
H88 -4.363 6.835 -4.167
H89 -3.929 7.468 -2.686
H90 -3.097 6.057 -3.316
C47 0.783 -1.089 3.072
O24 1.240 -2.409 3.247
C48 0.365 -3.400 3.865
C49 0.914 -4.787 3.707
O25 0.670 -5.290 2.399
C50 1.197 -6.622 2.175
C51 0.739 -7.003 0.748
O26 -0.625 -7.293 0.608
C52 -0.892 -7.802 -0.652
H91 -0.116 -1.056 2.457
H92 1.495 -0.569 2.433
H93 0.636 -0.653 4.061
H94 -0.641 -3.206 3.494
H95 0.293 -3.066 4.900
H96 0.591 -5.376 4.565
H97 1.998 -4.794 3.821
H98 0.753 -7.408 2.787
H99 2.278 -6.535 2.282
H100 1.306 -7.860 0.386
H101 1.018 -6.274 -0.013
H102 -1.810 -8.381 -0.742
H103 -0.065 -8.406 -1.024
H104 -1.010 -6.951 -1.323